{
  "formula": "C3H7I2NS",
  "method": "ωB97M-V/def2-TZVPD",
  "elements": ["I", "I", "S", "N", "C", "C", "C", "H", "H", "H", "H", "H", "H", "H"],
  "coordinates": [[-2.789, -0.489, 0.264], [-0.800, -0.468, -2.627], [-0.155, -2.323, 1.063], [0.266, -0.731, 0.384], [1.716, -0.369, 0.335], [-0.752, -0.094, -0.337], [-0.678, 1.535, -0.418], [2.300, -1.242, 0.714], [-0.813, -1.969, 2.180], [-1.371, 1.729, -1.241], [0.273, 1.995, -0.783], [-0.990, 2.036, 0.500], [2.047, -0.283, -0.672], [1.745, 0.672, 0.638]],
  "atomic_forces_ev_per_a": [[0.306, 0.075, 0.096], [0.392, -0.596, 0.152], [1.030, 0.786, -0.912], [-1.403, -1.765, 0.937], [-1.541, -0.563, -0.634], [0.814, 2.533, -0.423], [0.252, -1.044, -0.702], [-0.423, 1.442, 0.621], [0.144, 0.361, -0.019], [-0.120, 0.431, 0.560], [-0.333, -0.903, 0.442], [0.016, -0.311, 0.066], [0.004, -0.234, -1.421], [0.862, -0.212, 1.237]],
  "max_force_ev_per_a": 2.7,
  "de_lowest_kcal_mol": 20.5,
  "homo_energy_ev": -8.70,
  "molar_mass_da": 343.0,
  "spin_multiplicity": 1
}